i:
Molecular formula: C31H42GeReS5Si4
Method: DFT, ωB97M-V/def2-TZVPD

Positions of all 84 atoms, in Å:
Re  0.4595  -1.4052  0.8423
S  4.4629  0.0366  5.5466
C  3.4752  -0.6240  4.4554
S  1.7632  -0.8382  4.7046
C  1.4269  -1.7508  3.2583
C  2.4940  -1.9182  2.3928
S  2.4377  -2.5930  0.7913
S  3.9958  -1.1835  2.8910
S  -0.2314  -2.1635  2.9297
C  -3.3265  0.2925  -0.0212
Si  -2.5030  -0.2729  -1.5970
C  -3.7967  -0.9939  -2.7397
C  -1.5649  1.1207  -2.4183
Si  -0.9781  -1.9484  -0.9786
Si  0.5487  -2.5646  -2.7587
C  1.3255  -4.2259  -2.4305
C  -0.6016  -2.6103  -4.2281
C  1.8425  -1.2426  -2.9844
Si  -1.8780  -4.0496  -0.2539
C  -0.5792  -5.1659  0.5043
C  -2.6348  -4.8597  -1.7640
C  -3.2457  -3.6657  0.9634
H  -4.1153  1.0087  -0.2624
H  -2.6282  0.7812  0.6616
H  -3.7882  -0.5466  0.5023
H  -4.5358  -0.2333  -3.0034
H  -4.3330  -1.8099  -2.2469
H  -3.3689  -1.3815  -3.6661
H  -2.2333  1.9686  -2.5926
H  -1.1591  0.8182  -3.3863
H  -0.7368  1.4772  -1.7967
H  0.5959  -5.0329  -2.3717
H  1.9234  -4.2350  -1.5179
H  1.9978  -4.4490  -3.2637
H  -1.4513  -3.2757  -4.0758
H  -0.0545  -2.9539  -5.1100
H  -0.9798  -1.6079  -4.4402
H  2.5747  -1.2653  -2.1761
H  1.3926  -0.2495  -3.0198
H  2.3719  -1.4057  -3.9272
H  0.2505  -5.3704  -0.1731
H  -1.0593  -6.1212  0.7356
H  -0.1730  -4.7676  1.4337
H  -1.8915  -5.1850  -2.4919
H  -3.3287  -4.1790  -2.2644
H  -3.2029  -5.7403  -1.4549
H  -2.8741  -3.1810  1.8698
H  -3.7602  -4.5819  1.2617
H  -3.9876  -3.0051  0.5090
C  0.6588  0.2968  0.8013
Ge  0.9282  2.2422  1.0701
C  2.2884  2.5296  2.4152
C  1.9757  3.0237  3.6816
C  2.9858  3.3401  4.5793
C  4.3135  3.1633  4.2183
C  4.6358  2.6652  2.9635
C  3.6272  2.3569  2.0629
C  -0.8692  2.7574  1.5835
C  -1.6463  3.5812  0.7726
C  -2.9495  3.8971  1.1358
C  -3.4905  3.3796  2.3031
C  -2.7330  2.5386  3.1077
C  -1.4306  2.2274  2.7477
C  1.5014  2.9153  -0.6495
C  1.3852  4.2724  -0.9485
C  1.8294  4.7623  -2.1679
C  2.3984  3.9021  -3.0973
C  2.5278  2.5522  -2.8055
C  2.0786  2.0628  -1.5872
H  0.9453  3.1989  3.9613
H  2.7370  3.7336  5.5562
H  5.1010  3.4142  4.9167
H  5.6720  2.5292  2.6835
H  3.8884  1.9983  1.0731
H  -1.2327  3.9930  -0.1419
H  -3.5399  4.5534  0.5094
H  -4.5058  3.6260  2.5847
H  -3.1574  2.1276  4.0145
H  -0.8539  1.5582  3.3770
H  0.9494  4.9588  -0.2300
H  1.7332  5.8162  -2.3926
H  2.7438  4.2862  -4.0481
H  2.9797  1.8814  -3.5252
H  2.1874  1.0086  -1.3629

Summary:
- Multiplicity: 1
- HOMO: -10.8 eV
- Orbital gap: 5.8 eV
- Charge: +1

ii:
Molecular formula: C31H42GeReS5Si4
Method: DFT, ωB97M-V/def2-TZVPD

Positions of all 84 atoms, in Å:
Re  0.1726  -0.0348  0.1210
S  -4.6465  1.2028  3.4176
C  -3.2618  0.6098  2.8406
S  -3.1593  -0.8454  1.8833
C  -1.4208  -0.9210  1.7218
C  -0.7110  0.1225  2.3418
S  0.9997  0.4089  2.2927
S  -1.7035  1.3531  3.1019
S  -0.7796  -2.1164  0.6419
C  2.2054  3.4419  -2.0808
Si  3.3139  2.5549  -0.8657
C  5.0647  2.4277  -1.5156
C  3.2634  3.3005  0.8474
Si  2.4799  0.3664  -0.5967
Si  3.9936  -1.1362  0.4563
C  5.2039  -1.7318  -0.8420
C  4.8543  -0.0553  1.7228
C  3.1688  -2.5568  1.3476
Si  0.9264  -1.0083  -2.0510
C  2.6202  -0.1408  -2.7568
C  -0.1940  -0.6662  -3.4919
C  1.4004  -2.8146  -2.0172
H  2.0770  4.4895  -1.7970
H  1.2135  2.9891  -2.0909
H  2.6129  3.4066  -3.0933
H  5.4927  3.4281  -1.6196
H  5.1005  1.9587  -2.5014
H  5.7124  1.8630  -0.8427
H  3.4452  4.3762  0.7857
H  4.0239  2.8656  1.4981
H  2.2880  3.1562  1.3155
H  5.6952  -0.8972  -1.3484
H  4.7259  -2.3572  -1.5991
H  5.9855  -2.3305  -0.3682
H  5.4265  0.7505  1.2604
H  5.5497  -0.6631  2.3073
H  4.1450  0.3901  2.4243
H  2.5156  -3.1650  0.7235
H  2.5779  -2.1901  2.1881
H  3.9485  -3.2105  1.7483
H  2.3784  0.7933  -3.2638
H  2.6448  -0.9362  -3.5108
H  3.6675  -0.1148  -2.4397
H  0.1641  -1.1846  -4.3848
H  -0.2764  0.3990  -3.7102
H  -1.1955  -1.0337  -3.2579
H  2.2444  -3.0238  -1.3610
H  1.6662  -3.1435  -3.0251
H  0.5596  -3.4279  -1.6856
C  -0.6613  1.1898  -0.7691
Ge  -1.8159  2.6473  -1.4649
C  -3.5464  2.3517  -0.6539
C  -4.2004  1.1248  -0.7680
C  -5.4883  0.9659  -0.2793
C  -6.1334  2.0343  0.3303
C  -5.4871  3.2546  0.4621
C  -4.1973  3.4126  -0.0260
C  -1.8607  2.4997  -3.3994
C  -0.8577  3.0752  -4.1805
C  -0.8480  2.9009  -5.5579
C  -1.8444  2.1525  -6.1693
C  -2.8603  1.5960  -5.4046
C  -2.8695  1.7718  -4.0282
C  -0.9862  4.2889  -0.8566
C  -1.0949  5.4639  -1.5977
C  -0.5118  6.6394  -1.1420
C  0.1796  6.6504  0.0609
C  0.2846  5.4871  0.8126
C  -0.2953  4.3133  0.3544
H  -3.6999  0.2801  -1.2331
H  -5.9897  0.0107  -0.3708
H  -7.1386  1.9099  0.7110
H  -5.9851  4.0834  0.9480
H  -3.6993  4.3703  0.0781
H  -0.0828  3.6758  -3.7200
H  -0.0683  3.3573  -6.1545
H  -1.8382  2.0163  -7.2428
H  -3.6505  1.0305  -5.8811
H  -3.6776  1.3444  -3.4452
H  -1.6336  5.4680  -2.5388
H  -0.6009  7.5470  -1.7247
H  0.6304  7.5677  0.4167
H  0.8149  5.4973  1.7567
H  -0.2057  3.4061  0.9452

Summary:
- Multiplicity: 1
- HOMO: -10.9 eV
- Orbital gap: 7.3 eV
- Charge: +1

Least stable structure among those shown: i.